(1)
Density functional theory data (ωB97M-V/def2-TZVPD) for a 4-piece molecular cluster, C6H18FO3S3 overall at a distorted geometry.

Computed properties:
**Lowest unoccupied orbital energy**: 0.11047 Eh
**Net charge**: -1
**Energy relative to the best compared isomer or geometry (same formula, charge and spin)**: 0.0 kJ/mol
**Frontier orbital gap**: 8.39 eV
**HOMO level**: -5.381 eV
**Maximum force**: 2.33 eV/Å

CARTESIAN COORDINATES (ANGSTROEM)
F  1.873  -1.284  -0.357
C  -0.421  3.385  1.718
S  -0.155  1.680  2.366
O  -1.520  1.050  2.304
C  0.734  1.114  0.899
H  0.477  3.987  1.609
H  -1.124  3.834  2.421
H  -0.938  3.270  0.766
H  0.991  0.053  0.918
H  1.580  1.775  0.723
H  0.073  1.242  0.040
C  0.476  0.174  -2.728
S  1.201  1.824  -2.803
O  0.369  2.689  -1.916
C  2.725  1.380  -1.898
H  1.168  -0.646  -2.911
H  -0.412  0.104  -3.361
H  0.088  0.004  -1.721
H  3.205  2.339  -1.713
H  3.292  0.785  -2.613
H  2.456  0.821  -1.004
C  -0.290  -3.073  0.450
S  -1.849  -2.108  0.391
O  -2.639  -2.522  -0.837
C  -2.796  -2.906  1.716
H  -0.122  -3.491  1.442
H  0.542  -2.404  0.191
H  -0.263  -3.859  -0.305
H  -3.497  -2.216  2.179
H  -2.068  -3.088  2.524
H  -3.157  -3.911  1.510

***

(2)
Density functional theory data (ωB97M-V/def2-TZVPD) for a 2-piece molecular cluster, C9H18F2IOP overall at a distorted geometry.

Computed properties:
**Lowest unoccupied orbital energy (spin up / spin down)**: -0.02306 / -0.01298 Eh
**Frontier orbital gap (spin up / spin down)**: 8.24 / 7.90 eV
**HOMO level (spin up / spin down)**: -8.864 / -8.255 eV
**Maximum force**: 6.07 eV/Å

CARTESIAN COORDINATES (ANGSTROEM)
C  -0.384  -3.298  0.057
C  -1.907  0.973  -1.812
C  1.680  1.930  0.569
C  2.355  1.076  1.609
C  0.354  2.506  1.194
C  -0.585  -2.028  0.836
C  -2.101  -0.373  -1.206
C  3.655  0.449  1.055
C  -0.602  1.411  1.612
O  0.765  -0.814  -1.430
F  -0.253  0.801  2.828
F  -1.921  1.741  1.775
P  -0.339  -0.678  -0.422
I  4.102  -1.457  1.973
H  0.639  -3.390  -0.460
H  -0.518  -4.193  0.769
H  -1.313  -3.462  -0.521
H  -1.716  1.840  -1.153
H  -1.249  1.001  -2.601
H  -2.910  1.192  -2.262
H  1.380  1.222  -0.242
H  2.352  2.688  0.235
H  2.643  1.565  2.619
H  1.776  0.318  1.974
H  -0.079  3.163  0.495
H  0.618  3.157  2.056
H  0.184  -1.794  1.517
H  -1.444  -1.930  1.304
H  -2.348  -0.969  -2.039
H  -2.899  -0.367  -0.521
H  3.749  0.333  0.014
H  4.609  1.060  1.230

***

(3)
Density functional theory data (ωB97M-V/def2-TZVPD) for a 3-piece molecular cluster, C5H17N2O overall at a distorted geometry.

Computed properties:
**Lowest unoccupied orbital energy**: -0.26417 Eh
**Net charge**: +1
**Energy relative to the best compared isomer or geometry (same formula, charge and spin)**: 374.2 kJ/mol
**Frontier orbital gap**: 6.76 eV
**HOMO level**: -13.947 eV
**Maximum force**: 3.33 eV/Å

CARTESIAN COORDINATES (ANGSTROEM)
C  1.547  -0.988  -0.072
N  2.857  -0.412  0.268
C  3.398  0.529  -0.724
C  0.483  0.034  -0.250
N  -2.514  -1.364  -1.250
C  -1.015  0.384  1.718
C  0.138  0.975  0.821
H  1.691  -1.547  -0.998
H  1.313  -1.704  0.723
H  2.814  0.004  1.182
H  3.581  0.009  -1.660
H  4.335  0.940  -0.360
H  2.742  1.379  -0.938
H  0.294  0.427  -1.251
H  -2.502  -2.160  -0.617
H  -2.531  -1.743  -2.198
H  -1.620  -0.905  -1.104
H  -1.241  1.044  2.548
H  -0.697  -0.593  2.081
H  -1.908  0.269  1.105
H  -0.191  1.917  0.385
H  1.020  1.179  1.431
H  -3.618  0.145  -0.645
H  -4.632  1.288  -0.166
O  -3.742  0.894  -0.032

***

(4)
Density functional theory data (ωB97M-V/def2-TZVPD) for CH3NO2S2 in the gas phase at a distorted geometry.

Computed properties:
**Lowest unoccupied orbital energy (spin up / spin down)**: 0.00767 / 0.00767 Eh
**Energy relative to the best compared isomer or geometry (same formula, charge and spin)**: 387.1 kJ/mol
**Frontier orbital gap (spin up / spin down)**: 8.63 / 8.63 eV
**HOMO level (spin up / spin down)**: -8.417 / -8.418 eV
**Maximum force**: 3.19 eV/Å

CARTESIAN COORDINATES (ANGSTROEM)
C  0.212  0.055  0.323
N  -0.474  -0.252  -0.745
O  -1.327  -1.105  -1.023
O  -0.583  0.852  -1.572
S  0.542  -1.160  1.829
S  1.061  1.562  0.262
H  -0.465  -1.984  1.997
H  -0.503  0.621  -2.504
H  1.535  1.412  1.433

***

(5)
Density functional theory data (ωB97M-V/def2-TZVPD) for a 2-piece molecular cluster, C26H21N3O overall at a distorted geometry.

Computed properties:
**Lowest unoccupied orbital energy**: -0.08357 Eh
**Frontier orbital gap**: 3.38 eV
**HOMO level**: -5.654 eV
**Maximum force**: 2.14 eV/Å

CARTESIAN COORDINATES (ANGSTROEM)
C  -1.401  -1.394  -1.485
C  -0.595  -1.009  -2.538
N  0.039  -0.632  -3.455
C  -1.354  -2.703  -0.971
C  -2.231  -3.090  0.085
C  -2.141  -4.348  0.649
C  -1.190  -5.269  0.181
C  -1.073  -6.549  0.816
N  -0.978  -7.587  1.350
C  -0.352  -4.928  -0.891
C  -0.432  -3.673  -1.470
H  -2.117  -0.674  -1.084
H  -2.965  -2.364  0.441
H  -2.806  -4.629  1.469
H  0.369  -5.661  -1.259
H  0.223  -3.415  -2.306
C  -1.438  -0.143  5.684
O  -0.121  -0.478  5.192
C  0.138  -0.329  3.869
C  -0.797  0.211  2.950
C  -0.399  0.452  1.646
C  0.905  0.128  1.194
C  1.333  0.463  -0.133
C  1.014  1.662  -0.763
C  1.377  2.041  -2.131
C  2.053  1.400  -3.153
C  2.255  2.078  -4.367
C  1.788  3.387  -4.557
C  1.086  4.047  -3.533
C  0.909  3.355  -2.341
N  0.304  3.784  -1.154
C  -0.279  5.093  -0.960
C  0.359  2.801  -0.220
C  1.794  -0.512  2.113
C  1.435  -0.698  3.428
H  -1.381  -0.388  6.742
H  -1.661  0.924  5.551
H  -2.216  -0.746  5.195
H  -1.812  0.455  3.285
H  -1.115  0.897  0.952
H  2.024  -0.197  -0.651
H  2.388  0.377  -3.003
H  2.774  1.574  -5.182
H  1.976  3.889  -5.506
H  0.704  5.059  -3.656
H  -0.185  5.655  -1.890
H  -1.339  5.003  -0.696
H  0.240  5.634  -0.160
H  -0.029  2.945  0.782
H  2.793  -0.793  1.771
H  2.127  -1.103  4.168

***

(6)
Density functional theory data (ωB97M-V/def2-TZVPD) for a 6-piece molecular cluster, C2H17NO5 overall at a distorted geometry.

Computed properties:
**Lowest unoccupied orbital energy (spin up / spin down)**: -0.13217 / -0.33943 Eh
**Net charge**: +1
**Energy relative to the best compared isomer or geometry (same formula, charge and spin)**: 0.0 kJ/mol
**Frontier orbital gap (spin up / spin down)**: 10.62 / 4.98 eV
**HOMO level (spin up / spin down)**: -14.214 / -14.214 eV
**Maximum force**: 2.84 eV/Å
**Spin multiplicity**: 2

CARTESIAN COORDINATES (ANGSTROEM)
C  -0.290  1.557  2.747
C  0.268  0.131  2.430
N  -0.732  -0.727  1.880
H  -0.998  1.872  1.970
H  -0.722  1.745  3.724
H  0.463  2.323  2.525
H  1.066  0.327  1.716
H  0.703  -0.300  3.332
H  -0.985  -0.436  0.924
H  -1.581  -0.855  2.447
H  0.967  0.346  -2.389
H  1.913  1.466  -2.963
O  1.037  1.304  -2.588
H  -0.883  2.505  -0.284
H  -0.465  2.079  -1.740
O  -1.225  2.251  -1.152
H  -1.814  0.252  -1.777
H  -2.196  -1.172  -2.293
O  -1.689  -0.701  -1.610
H  0.024  -0.988  -1.802
H  1.017  -2.027  -1.304
O  0.894  -1.402  -2.029
H  0.761  -2.535  1.527
H  2.163  -1.745  1.697
O  1.675  -2.407  1.206

***

(7)
Density functional theory data (ωB97M-V/def2-TZVPD) for C6H14N2O in the gas phase.

Computed properties:
**Lowest unoccupied orbital energy**: 0.03181 Eh
**Energy relative to the best compared isomer or geometry (same formula, charge and spin)**: 91.3 kJ/mol
**Frontier orbital gap**: 9.81 eV
**SMILES**: CC(=O)N(C)C[C@H](C)N
**HOMO level**: -8.944 eV
**Maximum force**: 0.45 eV/Å

CARTESIAN COORDINATES (ANGSTROEM)
C  0.934  0.625  -1.132
C  0.606  -0.606  -0.264
C  -1.820  -0.959  -0.170
C  -1.434  -0.306  2.811
C  1.580  0.186  -2.445
N  -0.613  -0.580  0.529
C  -0.681  0.255  1.625
N  1.887  1.447  -0.404
O  -0.059  1.294  1.705
H  -0.010  1.158  -1.359
H  2.069  2.309  -0.908
H  1.491  1.694  0.500
H  0.533  -1.494  -0.896
H  1.443  -0.743  0.425
H  -1.706  -1.956  -0.598
H  -2.033  -0.255  -0.982
H  -2.669  -0.960  0.507
H  -0.749  -0.997  3.301
H  -2.331  -0.853  2.545
H  -1.674  0.494  3.505
H  2.491  -0.368  -2.230
H  0.904  -0.441  -3.021
H  1.842  1.055  -3.043